Density functional theory data (wB97M-V/def2-TZVPD) for 2 unconnected molecules or ions with the total composition C3H12N3.

Molecular weight in g/mol: 90.1
ΔE to the lowest compared entry with this formula, charge and spin in kcal/mol: 0.0
E_HOMO in eV: -14.86
Net charge: +1

Atoms and positions in Å:
C 2.83334 0.24396 0.81583
H 1.84051 -0.08511 0.47525
H 3.60845 -0.36954 0.33331
H 2.90271 0.13024 1.90773
H 2.98170 1.30024 0.54702
C -0.28193 2.78310 1.33866
N -1.29609 3.60395 1.61993
N 0.37911 2.18748 2.32488
N 0.06237 2.56553 0.06401
C 0.07006 2.36876 3.73962
H -1.56182 3.77241 2.59335
H -1.80754 4.06447 0.86306
H 1.15088 1.56474 2.07371
H 0.83915 1.93703 -0.15538
H -0.45080 3.02736 -0.69090
H 0.77444 1.75799 4.32905
H -0.95772 2.04199 3.97089
H 0.18040 3.42361 4.04247

Forces on atoms 1 to 3 (eV/Å):
C -0.13 0.11 0.02
H 0.29 -0.09 0.06
H -0.36 0.29 0.20

=====

Density functional theory data (wB97M-V/def2-TZVPD) for a molecular structure, C21H21N2O3PPtS4Sb.

Molecular weight in g/mol: 825.5
ΔE to the lowest compared entry with this formula, charge and spin in kcal/mol: 40.1
E_HOMO in eV: -3.45
Net charge: -1

Atoms and positions in Å:
Pt -0.56657 1.89848 -0.01626
O -3.30817 2.79648 0.53729
N -2.58410 1.71682 0.16744
C -3.30267 0.65939 0.26572
C -3.03343 -0.70637 -0.18449
C -4.17842 -1.51384 -0.25500
C -4.13099 -2.79689 -0.76127
C -2.92743 -3.30896 -1.22914
C -1.78470 -2.53785 -1.13383
C -1.81100 -1.25321 -0.58803
P -0.25234 -0.34270 -0.42865
C 0.36433 -0.44650 -2.14789
C -0.50280 -0.00965 -3.15028
C -0.10424 -0.01241 -4.47479
C 1.17211 -0.44323 -4.81580
C 2.04183 -0.86547 -3.82480
C 1.64061 -0.86954 -2.49448
C 0.84727 -1.41264 0.55316
C 0.40314 -2.56427 1.19969
C 1.26973 -3.30284 1.99360
C 2.58454 -2.89644 2.16037
C 3.03162 -1.74183 1.53332
C 2.17043 -1.00016 0.73978
H -2.63567 3.52677 0.66133
H -4.29673 0.83425 0.66182
H -5.12182 -1.10634 0.08592
H -5.03322 -3.39304 -0.80376
H -2.88156 -4.29866 -1.66435
H -0.84109 -2.92986 -1.49585
H -1.49235 0.34869 -2.88956
H -0.78540 0.33440 -5.24113
H 1.48750 -0.44102 -5.85132
H 3.04411 -1.18485 -4.07966
H 2.33653 -1.19869 -1.73624
H -0.62631 -2.88134 1.10864
H 0.90852 -4.19428 2.49026
H 3.25756 -3.47472 2.78029
H 4.05234 -1.40513 1.66210
H 2.53776 -0.10916 0.24886
S -1.72841 2.72495 3.43803
Sb -0.68000 4.82839 3.62717
S -0.83607 4.21431 -0.05383
S 0.53050 4.94156 1.28553
S 1.31883 4.34997 4.72192
N 1.28848 1.99233 2.62407
C 2.55187 2.30331 1.92259
C 2.53194 2.20882 0.40030
O 3.62779 2.23715 -0.13425
O 1.45045 1.99887 -0.28071
H 1.04784 2.71801 3.34330
H 1.29856 1.08898 3.08730
H 0.48485 1.98105 1.95901
H 3.33080 1.62450 2.26317
H 2.83366 3.31442 2.21342

Forces on atoms 1 to 3 (eV/Å):
Pt -0.26 -0.28 -0.31
O -0.09 0.24 -0.30
N 0.03 -0.24 0.73

=====

Density functional theory data (wB97M-V/def2-TZVPD) for a single C5H10O molecule.

SMILES: OC1CCCC1
Molecular weight in g/mol: 86.1
ΔE to the lowest compared entry with this formula, charge and spin in kcal/mol: 2.8
E_HOMO in eV: -10.14
Net charge: 0

Atoms and positions in Å:
O -1.73344 0.23371 0.92948
C -1.08199 0.22419 -0.33396
C -0.29998 -1.07508 -0.55572
C 1.02951 -0.89341 0.21291
C 1.13329 0.61875 0.53392
C 0.01250 1.28522 -0.27633
H -2.40743 -0.45749 0.91540
H -1.81152 0.39555 -1.14023
H -0.87924 -1.94219 -0.21737
H -0.11996 -1.21114 -1.62914
H 1.87985 -1.23030 -0.38875
H 1.03477 -1.48835 1.13046
H 0.96789 0.79541 1.60091
H 2.11416 1.03497 0.28349
H -0.33541 2.21995 0.17419
H 0.35227 1.50197 -1.29605

Forces on atoms 1 to 3 (eV/Å):
O -0.25 -0.17 0.09
C 0.18 0.05 -0.31
C -0.04 -0.05 -0.04

=====

Density functional theory data (wB97M-V/def2-TZVPD) for a single C5H8O2 molecule.

SMILES: C[C@@]1(O)CCC1=O
Molecular weight in g/mol: 100.1
ΔE to the lowest compared entry with this formula, charge and spin in kcal/mol: 22.9
E_HOMO in eV: -9.38
Net charge: 0

Atoms and positions in Å:
C 1.65853 0.00924 0.44982
C 0.24622 -0.45073 0.12771
O 0.09497 -1.84803 0.27535
C -0.91377 0.31126 0.81775
C -1.42078 0.85712 -0.54414
C -0.32178 0.04111 -1.21954
O -0.02980 -0.21923 -2.35694
H 1.88663 -0.20111 1.50029
H 2.38115 -0.52623 -0.17647
H 1.78878 1.08274 0.27066
H 0.57607 -2.26443 -0.45391
H -1.60567 -0.37730 1.30838
H -0.59334 1.07801 1.52837
H -2.43473 0.57052 -0.84000
H -1.31246 1.93707 -0.68734

Forces on atoms 1 to 3 (eV/Å):
C 0.06 0.01 -0.01
C 0.07 0.18 0.09
O 0.11 -0.14 -0.14

=====

Density functional theory data (wB97M-V/def2-TZVPD) for 2 unconnected molecules or ions with the total composition C2H8 at a distorted geometry.

SMILES: C.C
Molecular weight in g/mol: 32.1
ΔE to the lowest compared entry with this formula, charge and spin in kcal/mol: 25.8
E_HOMO in eV: -11.83
Net charge: 0

Atoms and positions in Å:
C -2.00093 -0.14721 -1.15217
H -2.57877 -0.36500 -2.03941
H -0.98221 0.31535 -1.34663
H -2.19728 0.86151 -0.77057
H -2.00117 -0.88202 -0.29648
C 1.96809 0.06327 1.16752
H 2.58298 0.28716 1.93586
H 0.92650 0.17415 1.31254
H 2.42238 0.70860 0.28260
H 1.86042 -1.01581 0.90673

Forces on atoms 1 to 3 (eV/Å):
C 1.91 1.76 1.38
H 0.11 -0.18 0.05
H -0.27 -2.06 -0.57

=====

Density functional theory data (wB97M-V/def2-TZVPD) for a single C14H28IN2O2P molecule.

SMILES: CC[C@H](I)[C@@H]1O[C@@H]([PH2]=N)C[C@H]1CCCCN(C)C(C)=O
Molecular weight in g/mol: 414.3
E_HOMO in eV: -8.95
Net charge: 0

Atoms and positions in Å:
C -1.19371 -2.57528 3.10051
C 0.02899 -2.77619 2.20796
C 0.05420 -1.81813 1.01952
I 1.52652 -2.47751 -0.40114
C 0.26081 -0.34109 1.36956
O 0.82501 -0.22746 2.68344
C 0.47622 1.05424 3.22513
P 2.01659 2.03512 3.53922
N 2.33180 3.33071 2.73151
C -0.47908 1.70373 2.21504
C -1.02261 0.49169 1.46670
C -1.80358 0.76843 0.18540
C -1.10430 1.63193 -0.86869
C -0.04320 0.88372 -1.68719
C -0.24196 1.00542 -3.19934
N 0.55395 0.06282 -3.98005
C 1.94811 0.45723 -4.18416
C 0.35546 -1.29846 -3.88259
C -1.03086 -1.80110 -3.53316
O 1.23059 -2.08417 -4.18423
H -1.12106 -1.66151 3.68873
H -1.29909 -3.41091 3.79308
H -2.11026 -2.52350 2.50622
H 0.94231 -2.64508 2.78782
H 0.03603 -3.79483 1.82289
H -0.88775 -1.91864 0.48104
H 0.95129 0.14041 0.66918
H -0.02308 0.87774 4.18271
H 2.98250 1.01903 3.44713
H 1.98878 2.19631 4.94191
H 1.59908 3.66980 2.12470
H -1.23910 2.31817 2.69389
H 0.09306 2.33307 1.53063
H -1.67485 -0.05412 2.15842
H -2.06586 -0.19326 -0.26879
H -2.75343 1.23058 0.46395
H -0.64957 2.50451 -0.39617
H -1.86659 2.03823 -1.53888
H -0.04018 -0.17878 -1.43203
H 0.95746 1.24381 -1.43467
H 0.04508 2.00380 -3.53233
H -1.29769 0.89922 -3.45655
H 2.55168 0.27999 -3.28859
H 2.37990 -0.11514 -4.99673
H 1.96875 1.51622 -4.43345
H -0.90961 -2.73293 -2.98692
H -1.54816 -2.02782 -4.46677
H -1.64407 -1.11365 -2.95945

Forces on atoms 1 to 3 (eV/Å):
C -0.05 -0.03 -0.01
C 0.04 0.12 0.07
C -0.07 -0.01 0.12

=====

Density functional theory data (wB97M-V/def2-TZVPD) for a single CH3INOP molecule at a distorted geometry.

SMILES: O=C(I)NP
Molecular weight in g/mol: 202.9
ΔE to the lowest compared entry with this formula, charge and spin in kcal/mol: 44.0
E_HOMO in eV: -9.25
Net charge: 0

Atoms and positions in Å:
O -1.03099 1.13943 -0.35426
C -0.88455 -0.28307 -0.19357
I -2.55030 -1.43992 -0.68856
N 0.24880 -0.72619 0.27626
P 1.52002 0.46581 0.52397
H 0.49651 -1.61122 0.00238
H 0.85944 1.54715 1.28507
H 1.34108 0.90800 -0.85130

Forces on atoms 1 to 3 (eV/Å):
O 0.30 -8.43 0.93
C -2.32 9.54 -1.40
I 0.45 -0.10 0.07

=====

Density functional theory data (wB97M-V/def2-TZVPD) for a molecular structure, C19H21N3O4S3 at a distorted geometry.

Molecular weight in g/mol: 451.6
E_HOMO in eV: -8.63
Net charge: 0

Atoms and positions in Å:
C 2.13458 -0.19787 2.00046
H 3.24025 0.09583 1.71277
H 1.54422 0.47782 1.60458
H 2.05020 -1.06949 1.37659
C 2.22009 -0.42906 3.46842
C 0.55656 -0.74151 3.90247
H 0.31611 -0.93458 4.97977
H 0.03334 -0.07649 3.60441
S 0.05352 -2.31118 2.96681
O 1.05340 -3.10786 2.47968
O -1.20639 -3.03695 3.69589
C -0.59056 -1.62553 1.53140
N -0.88409 -0.14590 1.29954
C -1.52066 -0.02766 0.10691
C -1.27703 -0.96985 -0.82794
N -1.91985 -0.80016 -2.04067
C -1.34392 -1.59791 -3.19036
C -0.10652 -1.21566 -3.74357
N 0.09467 -1.64828 -5.16852
C 1.03786 -1.14332 -5.66309
C 2.30320 -0.49751 -5.02338
C 1.93383 -0.28554 -3.57245
C 0.87492 -0.75331 -3.02193
H 0.66797 -0.48661 -1.90993
H 3.08789 0.02879 -3.14909
H 3.08586 -0.21371 -5.69844
H 1.23705 -1.16875 -6.79571
H -1.18697 -2.91974 -2.70793
H -2.18196 -1.77765 -3.84116
H -2.06532 0.14313 -2.43087
S -0.78353 -2.53885 -0.07219
S -1.64684 1.75881 -0.23359
O -1.82924 1.81160 -1.72971
O -2.86326 2.37326 0.46252
C -0.27248 2.58847 0.39328
C 0.73993 2.41192 -0.45859
C 2.17078 3.04846 0.04808
C 1.81749 3.54923 1.42037
C 0.91851 3.37115 2.23145
C -0.35762 2.82702 1.82535
H -1.27651 2.93542 2.20365
H 0.74952 3.72488 3.39353
C 3.34494 4.11063 2.05561
H 3.45257 5.25780 1.74974
H 3.45011 3.88715 3.15512
H 4.23570 3.58118 1.37067
H 2.86335 3.28122 -0.64325
H 0.73860 2.42663 -1.62323
H 2.46136 0.14879 4.12553
H 2.56725 -1.48122 3.89479

Forces on atoms 1 to 3 (eV/Å):
C 7.56 -2.25 0.44
H -1.86 -0.07 0.19
H -3.11 3.69 -1.15